No. 1
DFT (the ωB97M-V functional and the def2-TZVPD basis) results for a structure of composition C27H47BN6OPd.

Each line ends with the Löwdin charge.
Element x y z (Å)
Pd  0.20890  0.12441  -0.30010  0.9916
C  1.73060  -3.69099  3.13252  -0.0193
C  1.96160  -2.74896  2.00136  -0.2552
C  3.09407  -2.55567  1.23906  0.0350
C  2.76379  -1.54868  0.31692  -0.2253
N  1.51119  -1.17691  0.53106  -0.0188
N  1.01513  -1.90094  1.55249  0.0393
B  -0.43686  -1.68457  2.01990  -0.4898
N  -0.58838  -0.21358  2.51057  0.0259
N  0.03339  0.80676  1.85074  0.0722
C  -0.16156  1.91698  2.55048  -0.2451
C  -0.92662  1.62190  3.68934  0.0299
C  -1.16855  0.26496  3.62949  -0.2693
C  -1.94016  -0.58574  4.57977  -0.0134
C  0.49909  3.23608  2.21513  -0.5434
C  1.15312  3.21569  0.83498  -0.0561
C  1.58377  3.48735  3.27345  -0.0447
C  -0.52453  4.37433  2.28645  -0.0405
N  -1.38671  -2.02784  0.83188  0.0307
N  -1.01477  -1.71820  -0.43996  0.0636
C  -1.94356  -2.18582  -1.26081  -0.2511
C  -2.94614  -2.81845  -0.51247  0.0256
C  -2.55205  -2.70057  0.80545  -0.2691
C  -3.24201  -3.17719  2.03723  -0.0115
C  -1.84155  -2.09911  -2.76241  -0.5418
C  -0.55623  -1.41092  -3.21415  -0.0647
C  -1.86593  -3.52836  -3.32170  -0.0448
C  -3.04393  -1.32038  -3.30269  -0.0335
C  3.64738  -0.95089  -0.75025  -0.5434
C  4.87067  -0.32076  -0.07357  -0.0395
C  4.10244  -2.07079  -1.69358  -0.0390
C  2.92240  0.12034  -1.56596  -0.0589
H  2.63376  -4.27188  3.30864  0.0807
H  0.91421  -4.37898  2.91602  0.0842
H  1.47913  -3.15845  4.04891  0.0840
H  4.03086  -3.07239  1.34136  0.1125
H  -0.67064  -2.42167  2.93106  0.1069
H  -1.24082  2.29302  4.46803  0.1106
H  -2.09720  -0.04313  5.50993  0.0818
H  -1.42054  -1.51504  4.80382  0.0727
H  -2.91914  -0.84187  4.17288  0.0748
H  1.94840  2.46950  0.78963  0.0648
H  1.59516  4.19314  0.63313  0.0898
H  0.43226  3.00311  0.04306  0.0613
H  2.30477  2.66989  3.28896  0.0884
H  1.15032  3.57489  4.26925  0.0814
H  2.11650  4.41303  3.05063  0.0838
H  -1.28653  4.27552  1.51640  0.0731
H  -0.02215  5.33244  2.14661  0.0864
H  -1.02446  4.39561  3.25482  0.0784
H  -3.82511  -3.32220  -0.87347  0.1126
H  -4.00168  -3.91021  1.77403  0.0817
H  -3.73762  -2.35126  2.54953  0.0762
H  -2.54632  -3.63399  2.73807  0.0736
H  0.32826  -1.92653  -2.83368  0.0722
H  -0.53075  -0.36657  -2.89062  0.0553
H  -0.51410  -1.41943  -4.30550  0.0889
H  -1.02541  -4.10858  -2.93971  0.0897
H  -1.80170  -3.50588  -4.41085  0.0837
H  -2.78490  -4.04567  -3.04782  0.0778
H  -3.02326  -0.29042  -2.94438  0.0670
H  -3.98543  -1.77488  -2.99295  0.0842
H  -3.01669  -1.30352  -4.39326  0.0873
H  5.42877  -1.05863  0.50247  0.0811
H  4.56926  0.47845  0.60469  0.0881
H  5.53984  0.10064  -0.82538  0.0862
H  4.64411  -2.84769  -1.15431  0.0812
H  4.76228  -1.66751  -2.46308  0.0863
H  3.24646  -2.53572  -2.18411  0.0870
H  2.60828  0.96284  -0.94127  0.0632
H  2.05176  -0.29120  -2.08964  0.0634
H  3.59461  0.51790  -2.32832  0.0941
C  -2.86066  2.63942  -1.71274  -0.0549
C  -2.10780  1.91850  -0.59932  -0.5525
C  -3.01828  0.94066  0.13283  -0.0464
O  -0.98424  1.31911  -1.19799  -0.3587
H  -3.59531  3.33264  -1.29764  0.0780
H  -3.38328  1.92694  -2.35051  0.0638
H  -2.16366  3.20318  -2.33211  0.0773
H  -1.77921  2.67481  0.12989  0.0953
H  -3.45962  0.21675  -0.56120  0.0729
H  -3.82714  1.48933  0.61996  0.0844
H  -2.48303  0.39256  0.90620  0.0487

As for the gap between HOMO and LUMO: 8.205 eV. The total energy comes out at -43909.345 eV. The lowest unoccupied orbital energy is 0.1 eV. The calculation puts the energy above the lowest of the compared OMol25 structures with the same formula, charge and spin at 0.0 kcal/mol. The largest force on an atom is 0.67 eV/Å.

No. 2
DFT (the ωB97M-V functional and the def2-TZVPD basis) results for a cluster of 10 separate species, H20O10 in total.

Each line ends with the Löwdin charge.
Element x y z (Å)
O  -0.17970  1.86290  2.42193  0.0267
H  -0.24970  2.76790  2.45993  0.0257
H  -0.77770  1.48090  1.85893  -0.0491
O  2.90830  -0.85110  0.25693  -0.0573
H  3.55430  -1.21310  0.79693  -0.0022
H  2.21830  -1.55610  -0.02807  0.0340
O  -1.24370  2.53290  -2.41507  -0.1582
H  -1.94770  3.24790  -2.58307  0.0600
H  -1.73270  1.71190  -1.82807  0.1244
O  -0.22170  -2.58710  1.76893  -0.0675
H  -0.74470  -2.10010  2.51393  0.1291
H  0.62130  -2.53410  2.23493  0.0623
O  2.10130  1.71490  1.49293  -0.0098
H  1.27330  1.74390  1.42693  -0.1694
H  2.42330  0.90390  1.03093  0.0249
O  0.06030  0.03190  -0.55507  -0.1138
H  -0.73970  0.33790  -0.01507  0.0242
H  0.48630  -0.90410  -0.50907  0.0460
O  -1.79770  -2.24710  -1.98507  -0.0162
H  -2.37670  -2.44410  -2.67807  0.0043
H  -2.18870  -1.56710  -1.45307  0.0106
O  -2.20770  0.98490  0.75293  -0.0006
H  -2.80370  0.37390  0.94393  -0.0098
H  -2.78370  1.80990  0.64693  0.1410
O  0.90230  -2.55410  -0.50807  -0.1042
H  0.49930  -2.73610  0.28793  -0.0756
H  1.11630  -3.52310  -1.03407  0.2252
O  1.64630  1.61490  -1.83507  -0.0134
H  1.33630  2.47990  -1.73707  -0.0048
H  0.84830  1.21690  -1.73107  -0.0864

As for the gap between HOMO and LUMO: 8.396 eV. The total energy comes out at -20795.919 eV. The lowest unoccupied orbital energy is -0.6 eV. The calculation puts the energy above the lowest of the compared OMol25 structures with the same formula, charge and spin at 154.4 kcal/mol. The largest force on an atom is 11.96 eV/Å.

No. 3
DFT (the ωB97M-V functional and the def2-TZVPD basis) results for an isolated molecule of C20H22N2O5.

Each line ends with the Löwdin charge.
Element x y z (Å)
C  -1.04160  0.85823  5.88935  -0.0436
H  -1.85562  0.13029  5.90388  0.0980
H  -1.45658  1.84238  5.66135  0.0980
H  -0.52428  0.87304  6.84498  0.0944
O  -0.07201  0.49485  4.91894  -0.0345
C  -0.50692  0.41580  3.65727  -0.4569
O  -1.64971  0.63524  3.33380  0.1099
C  0.56618  0.02845  2.70584  -0.1041
C  0.23711  -0.04938  1.35797  0.0649
C  1.19385  -0.41554  0.41387  -0.1799
C  2.49220  -0.70230  0.82926  0.0792
C  2.81668  -0.61975  2.17944  -0.0949
C  1.86075  -0.25676  3.12247  0.0570
H  2.13576  -0.20218  4.16337  0.1287
C  4.19179  -0.91725  2.66188  -0.4548
O  4.52955  -0.86447  3.81926  0.1172
O  5.02282  -1.25221  1.66905  -0.0363
C  6.35705  -1.55086  2.04796  -0.0436
H  6.81216  -0.69166  2.54540  0.0978
H  6.88707  -1.78693  1.12898  0.0945
H  6.37618  -2.40149  2.73271  0.0980
H  3.23786  -0.98561  0.10483  0.1125
N  0.79620  -0.48659  -0.91342  0.1348
C  1.50917  -0.78907  -2.02944  -0.4474
O  2.68379  -1.07204  -2.07508  0.0771
C  0.60775  -0.77556  -3.27127  -0.0973
N  -0.58029  0.02007  -3.03514  -0.2563
C  -0.34077  1.42910  -3.27771  -0.0597
H  0.52696  1.75099  -2.70381  0.0937
H  -1.20965  1.99930  -2.95204  0.0905
H  -0.15671  1.64387  -4.34062  0.0950
C  -1.79788  -0.44483  -3.68495  -0.1499
C  -2.98978  0.11766  -2.95326  -0.2321
C  -3.91031  0.94123  -3.58398  -0.0492
C  -4.97736  1.47103  -2.87760  -0.0830
C  -5.12704  1.19104  -1.53079  -0.0889
C  -4.21212  0.36946  -0.89244  -0.0741
C  -3.15405  -0.16647  -1.60218  -0.0439
H  -2.44702  -0.81815  -1.10856  0.1078
H  -4.32260  0.14820  0.15868  0.1054
H  -5.95472  1.61080  -0.97895  0.1016
H  -5.68926  2.10908  -3.38041  0.1022
H  -3.79325  1.16986  -4.63409  0.1101
H  -1.83464  -0.16203  -4.74950  0.1254
H  -1.82338  -1.53660  -3.62098  0.1284
H  0.32905  -1.81693  -3.45781  0.1332
H  1.20239  -0.43537  -4.13124  0.1341
H  -0.16934  -0.23127  -1.12400  0.1181
H  -0.77544  0.18131  1.05876  0.1227

As for the gap between HOMO and LUMO: 9.035 eV. The total energy comes out at -34315.854 eV. The lowest unoccupied orbital energy is 0.3 eV. The calculation puts the energy above the lowest of the compared OMol25 structures with the same formula, charge and spin at 34.1 kcal/mol. The largest force on an atom is 0.55 eV/Å.